86
Properties=species:S:1:pos:R:3 method="wB97M-V/def2-TZVPD" multiplicity=2 s_squared=0.777 homo_lumo_gap_ev="6.32 / 6.84" charge=+1 max_force_ev_per_a=0.72 homo_ev="-10.49 / -10.61" total_energy_ha=-3212.88326
Ru -0.2680 1.8435 -1.9239
C -2.6176 4.6265 -1.4547
C -3.0640 3.2754 -1.9876
N -2.3207 2.0414 -1.5439
C -3.0603 0.8672 -2.1079
C -2.9395 0.7217 -3.6144
C -2.3239 1.9239 -0.0498
C -1.2704 2.8248 0.5860
N -0.0601 2.6756 -0.2239
C 1.1417 3.2821 0.1241
C 2.2817 2.8630 -0.5685
F 2.1107 1.8755 -1.5021
C 3.5289 3.3987 -0.3643
F 4.5594 2.9442 -1.0763
C 3.7062 4.3939 0.5811
C 2.5992 4.8153 1.2865
F 2.7228 5.7811 2.1975
C 1.3362 4.2833 1.0724
F 0.3045 4.7736 1.7753
H -2.8968 5.3909 -2.1777
H -1.5397 4.6933 -1.3352
H -3.1062 4.8723 -0.5126
H -3.0242 3.2806 -3.0721
H -4.1057 3.0991 -1.6988
H -4.1120 0.9527 -1.8174
H -2.6587 -0.0191 -1.6156
H -3.3963 1.5424 -4.1611
H -3.4405 -0.1950 -3.9266
H -1.8951 0.6616 -3.9334
H -2.0739 0.8835 0.1736
H -3.3291 2.1298 0.3302
H -1.0749 2.4872 1.6074
H -1.5996 3.8561 0.6430
H 4.6785 4.8290 0.7601
Te 0.3358 3.4181 -3.8658
C -0.1113 5.3854 -3.3519
C -1.0542 6.2172 -3.8847
C -1.0457 7.5082 -3.2905
C -0.0987 7.6296 -2.3194
S 0.8151 6.1942 -2.1475
H -1.7306 5.9162 -4.6725
H -1.7104 8.3105 -3.5753
H 0.1225 8.4977 -1.7192
C -1.6574 -3.1267 0.5068
C -0.6327 -4.2645 0.6160
C -0.9532 -5.0689 1.8831
C -0.8122 -5.2297 -0.5634
C 0.8388 -3.7270 0.6561
O 1.7342 -4.7801 0.9944
C 1.0790 -2.4927 1.5532
C 0.9011 -2.5714 3.0781
C 1.8064 -3.5569 3.7828
C 3.1923 -3.4508 3.6649
C 4.0393 -4.3405 4.3017
C 3.4989 -5.3578 5.0751
Cl 4.5503 -6.4785 5.8697
C 2.1283 -5.4797 5.2211
C 1.2929 -4.5783 4.5755
C 1.4039 -3.3920 -0.7494
N 0.7381 -2.3301 -1.4978
C 0.7771 -1.0174 -1.3033
N -0.0241 -0.4123 -2.1734
C -0.5208 -1.4456 -2.9132
N -0.0803 -2.6146 -2.5323
H -2.6574 -3.5544 0.4150
H -1.4985 -2.4961 -0.3711
H -1.6550 -2.4944 1.3971
H -1.9660 -5.4657 1.7979
H -0.9201 -4.4704 2.7893
H -0.2790 -5.9172 1.9968
H -1.7784 -5.7284 -0.4743
H -0.0396 -6.0000 -0.5483
H -0.7945 -4.7258 -1.5290
H 1.7525 -4.8947 1.9530
H 0.4430 -1.6787 1.1987
H 2.1127 -2.1820 1.3660
H -0.1368 -2.7628 3.3459
H 1.1218 -1.5703 3.4613
H 3.6239 -2.6569 3.0665
H 5.1124 -4.2511 4.2060
H 1.7196 -6.2698 5.8355
H 0.2218 -4.6751 4.7041
H 1.3694 -4.2756 -1.3785
H 2.4472 -3.1098 -0.6191
H 1.3865 -0.5317 -0.5609
H -1.2001 -1.3260 -3.7401

---

103
Properties=species:S:1:pos:R:3 method="wB97M-V/def2-TZVPD" homo_lumo_gap_ev=7.42 charge=-1 max_force_ev_per_a=1.94 homo_ev=-5.53 total_energy_ha=-2852.82287
C -1.2520 -3.7515 1.7299
C -0.6167 -3.4080 0.5934
C 0.6545 -2.6302 0.5239
C 0.5684 -1.0798 0.2479
C 2.0859 -0.7443 0.2717
C 2.6582 0.5648 -0.2806
C 2.0573 1.9052 0.1703
C 3.0921 2.8536 0.8077
C 2.7690 3.2395 2.2508
C 1.7684 4.3907 2.3335
C 1.1507 4.5423 3.7306
C -0.2466 5.1441 3.7337
C -1.2571 4.3535 2.8916
C -2.7064 4.7027 3.2420
C -3.7120 3.5790 2.9610
C -4.5213 3.7698 1.6659
O -5.9092 3.5630 1.8538
C -6.3355 2.2681 1.5019
C -0.2233 -0.5143 1.4545
C 0.6199 0.1963 2.5548
O 1.3704 -0.5772 3.2147
O 0.4262 1.4172 2.8083
C -1.5864 0.1289 1.2272
I -1.7202 2.1929 0.6466
O -2.4320 -0.7655 0.4629
S -1.9750 -0.9497 -1.0589
O -2.4611 -2.2187 -1.5294
O -2.5401 0.1279 -1.8179
C -0.0532 -0.8182 -1.1665
C 0.2437 -1.8841 -2.2193
C 1.6888 -2.1062 -2.6583
F 2.1197 -3.4066 -2.3967
O 0.0628 0.4987 -1.5749
C 0.6046 0.8352 -2.8243
C -0.3678 0.9392 -3.9920
O -0.2558 -0.1774 -4.8904
C -1.5432 -0.7317 -5.1468
C -1.3843 -2.0669 -5.8595
H -2.3351 -3.7002 1.7063
H -0.7184 -4.0291 2.6343
H -1.0517 -3.8072 -0.3144
H 1.1335 -2.6769 1.5065
H 1.3309 -3.1260 -0.1722
H 2.4858 -0.8965 1.2710
H 2.5924 -1.5335 -0.2869
H 3.7132 0.5791 -0.0047
H 2.7013 0.5267 -1.3708
H 1.7534 2.4323 -0.7365
H 1.1496 1.8388 0.7594
H 3.1445 3.7830 0.2364
H 4.1011 2.4395 0.7899
H 2.4892 2.4002 2.8843
H 3.6981 3.6410 2.6709
H 2.3506 5.2982 2.1492
H 1.0219 4.3610 1.5403
H 1.7753 5.2519 4.2793
H 1.1930 3.5962 4.2677
H -0.2001 6.1913 3.4233
H -0.6236 5.1523 4.7602
H -1.0651 4.6068 1.8482
H -1.0287 3.2976 3.0351
H -2.7329 4.8945 4.3145
H -2.9806 5.6144 2.7117
H -4.4626 3.5998 3.7521
H -3.2525 2.5931 3.0038
H -4.1176 3.1704 0.8483
H -4.3979 4.8131 1.3692
H -5.7442 1.8266 0.6974
H -7.3659 2.3268 1.1559
H -6.2989 1.5805 2.3520
H -0.5162 -1.3800 2.0505
H -2.0527 0.1293 2.2015
H -0.3311 -1.6194 -3.1020
H -0.1434 -2.8613 -1.9616
H 2.4146 -1.3918 -2.2875
H 1.7189 -2.0162 -3.7451
H 1.4771 0.2829 -3.1760
H 0.9909 1.8476 -2.7052
H -1.3910 1.1356 -3.6844
H -0.0676 1.8071 -4.5872
H -2.1581 -0.0312 -5.7182
H -2.0699 -0.9474 -4.2136
H -0.8217 -1.9503 -6.7789
H -2.3894 -2.4357 -6.0453
H -0.8908 -2.7159 -5.1383
C 2.3840 -4.3361 4.7073
C 0.9284 -4.4088 4.6949
N -0.2223 -4.4348 4.6516
H 2.7368 -4.1220 5.7139
H 2.8072 -5.2809 4.3735
H 2.7139 -3.5421 4.0399
C 0.6687 -5.0049 -7.9028
C -0.4451 -4.2981 -8.5251
N -1.3245 -3.7413 -9.0127
H 1.2452 -5.5271 -8.6635
H 1.3142 -4.2952 -7.3891
H 0.2905 -5.7270 -7.1823
C 3.9488 -3.8415 0.8254
C 4.4336 -4.7988 1.8143
N 4.8026 -5.5564 2.5986
H 4.2951 -2.8410 1.0782
H 4.3180 -4.1094 -0.1624
H 2.8617 -3.8467 0.8113

---

101
Properties=species:S:1:pos:R:3 method="wB97M-V/def2-TZVPD" multiplicity=2 s_squared=0.758 homo_lumo_gap_ev="6.08 / 5.80" charge=-1 max_force_ev_per_a=3.24 homo_ev="-4.00 / -3.72" total_energy_ha=-4702.74167
Cu -18.7672 9.1486 -6.8985
O -19.5638 3.6745 -6.5857
Cl -19.5919 3.6578 -8.0487
O -20.7714 3.0191 -8.5236
O -19.5501 5.0107 -8.5499
O -18.4744 2.9262 -8.5523
O -20.3957 6.2018 -5.3430
N -19.2692 6.8189 -4.8247
C -19.5968 7.7498 -4.0308
C -18.6011 8.6090 -3.4001
C -18.8830 9.1989 -2.1673
C -17.9192 9.7033 -1.2770
C -16.5833 9.7223 -1.7738
C -16.3451 9.3006 -3.0995
C -17.3144 8.7988 -3.9136
P -17.0315 8.4025 -5.6779
C -16.4622 6.6898 -5.8018
C -16.7664 6.0464 -6.9882
C -16.3168 4.7383 -7.1352
C -15.5562 4.0890 -6.1756
C -15.2707 4.7672 -4.9916
C -15.8172 6.0124 -4.7681
C -15.4228 9.2353 -5.9828
C -15.2934 10.6300 -5.8511
C -14.0008 11.2339 -5.9934
C -12.9476 10.4248 -6.3654
C -13.0697 9.0818 -6.5255
C -14.2929 8.4869 -6.4088
H -20.0767 5.5077 -5.9115
H -20.6471 7.9055 -3.8215
H -19.9701 9.1361 -1.8171
H -18.0774 10.0572 -0.2913
H -15.7531 10.0742 -1.1649
H -15.3073 9.4595 -3.3975
H -17.3582 6.5131 -7.7340
H -16.5498 4.1358 -8.0057
H -15.0798 3.1815 -6.4564
H -14.6079 4.2864 -4.1924
H -15.6657 6.5222 -3.8090
H -16.1685 11.2233 -5.6122
H -13.9098 12.3002 -5.8985
H -11.9801 10.9145 -6.4788
H -12.2207 8.4300 -6.7746
H -14.4272 7.4099 -6.5534
C -18.6283 13.5993 -6.4395
C -19.6105 13.3083 -5.3066
C -18.7841 12.5949 -4.2149
C -20.9624 12.6821 -5.6690
C -22.1126 13.3350 -5.2776
C -23.3901 12.8903 -5.6869
C -23.4054 11.7984 -6.5863
C -22.2961 11.0269 -6.9024
C -22.3994 9.8928 -7.8689
C -21.8894 8.4535 -7.4859
C -21.8593 10.2153 -9.2625
C -20.9758 11.4149 -6.4079
N -19.9021 10.7043 -6.5425
H -17.7684 14.1507 -6.0714
H -19.1230 14.2808 -7.1479
H -18.2432 12.7786 -7.0101
H -19.9216 14.2626 -4.9050
H -18.5278 11.5459 -4.3699
H -19.4101 12.6588 -3.2916
H -17.8700 13.2486 -4.0872
H -22.0609 14.2740 -4.7541
H -24.3220 13.3644 -5.3631
H -24.3405 11.4896 -7.0215
H -23.4726 9.7696 -7.9872
H -20.9241 8.2554 -7.9695
H -22.4701 7.6488 -7.9523
H -21.8736 8.1917 -6.3686
H -20.7613 10.3022 -9.1177
H -22.3400 11.1345 -9.7079
H -22.0128 9.4368 -10.0064
C -14.2229 10.6847 -10.5815
C -15.1674 11.4259 -9.6528
N -15.9697 12.3773 -10.4078
C -15.3612 13.6691 -10.6950
C -15.6832 14.7663 -9.6383
C -17.2234 12.1692 -10.9090
O -17.8510 13.0002 -11.5672
C -17.7659 10.8317 -10.6416
C -17.9169 9.8502 -11.5931
C -18.3703 8.5806 -11.2981
C -18.6945 8.2846 -9.9701
N -18.5993 9.2379 -9.0006
C -18.2258 10.4413 -9.3652
H -13.6241 10.0778 -9.9241
H -13.5401 11.4009 -11.0760
H -14.8568 10.0819 -11.2673
H -14.6521 11.9376 -8.8250
H -15.8692 10.7365 -9.1037
H -15.8266 13.9950 -11.6315
H -14.2709 13.5456 -10.7232
H -16.7426 14.7800 -9.4049
H -15.4204 15.7344 -10.0326
H -15.1197 14.5093 -8.7556
H -17.6620 10.0205 -12.6144
H -18.4367 7.8084 -11.9992
H -19.0458 7.2728 -9.6328
H -18.3414 11.2079 -8.6256